Run P
C38H60As3HfN5O5Si2Te | ωB97M-V with the def2-TZVPD basis set

Computed properties:
* HOMO level: -0.454 Ha
* LUMO: -6.50 eV
* HOMO-LUMO gap: 0.2148 Ha
* net charge: +2
* multiplicity: 1

Each line ends with the Mulliken charge.
CARTESIAN COORDINATES (ANGSTROEM)
Hf: -0.152 -0.405 0.154  1.06
N: 3.888 1.146 -1.038  0.30
C: 3.017 0.918 -0.066  -0.93
N: 1.762 1.293 -0.090  -0.34
C: 1.293 1.922 -1.220  0.59
N: 0.027 2.188 -1.351  -1.53
N: -0.718 1.745 -0.256  2.13
C: -1.622 2.537 0.204  -1.87
C: -2.417 2.096 1.347  1.09
C: -3.367 2.929 1.921  -1.02
C: -4.012 2.496 3.072  -0.61
C: -3.669 1.264 3.605  -1.00
C: -2.713 0.490 2.953  -0.73
N: -2.107 0.875 1.835  1.21
C: 2.196 2.275 -2.299  0.77
C: 1.811 3.006 -3.426  -0.31
C: 2.726 3.257 -4.424  -0.97
C: 4.038 2.784 -4.319  -0.57
C: 4.447 2.075 -3.208  -0.88
C: 3.519 1.834 -2.198  -0.19
H: 4.813 0.735 -0.979  0.40
H: 3.377 0.366 0.797  0.67
H: -1.763 3.524 -0.230  0.43
H: -3.579 3.893 1.490  0.58
H: -4.752 3.118 3.550  0.49
H: -4.121 0.899 4.511  0.54
H: -2.425 -0.477 3.355  0.48
H: 0.801 3.377 -3.492  0.54
H: 2.434 3.829 -5.292  0.47
H: 4.744 2.983 -5.111  0.45
H: 5.461 1.716 -3.118  0.47
C: -4.353 -1.199 0.746  -1.32
As: -2.604 -1.967 0.337  1.19
C: -2.447 -3.352 1.690  -1.28
C: -3.179 -2.991 -1.250  -2.63
C: -2.147 -3.452 -2.291  3.11
C: -0.903 -3.995 -1.611  -1.14
C: -1.786 -2.284 -3.219  -1.97
As: -1.338 -0.525 -2.468  1.27
C: -0.305 0.180 -3.948  -1.46
C: -3.003 0.466 -2.651  -1.33
C: -2.843 -4.540 -3.131  -2.27
As: -2.005 -5.684 -4.546  0.31
C: -0.510 -4.623 -5.264  -0.99
C: -0.946 -6.905 -3.424  -1.04
H: -5.116 -1.877 0.352  0.56
H: -4.476 -0.216 0.294  0.31
H: -4.489 -1.114 1.824  0.45
H: -3.373 -3.937 1.703  0.55
H: -2.281 -2.905 2.671  0.31
H: -1.596 -3.990 1.457  0.27
H: -3.945 -2.369 -1.736  0.53
H: -3.708 -3.853 -0.817  0.70
H: -0.360 -3.199 -1.086  -0.25
H: -0.222 -4.430 -2.337  0.19
H: -1.152 -4.768 -0.883  0.50
H: -2.622 -2.072 -3.902  0.67
H: -0.924 -2.545 -3.839  0.45
H: -0.785 -0.136 -4.881  0.62
H: 0.712 -0.208 -3.907  0.34
H: -0.288 1.266 -3.890  0.40
H: -3.363 0.382 -3.680  0.51
H: -2.824 1.516 -2.426  0.43
H: -3.767 0.079 -1.978  0.29
H: -3.717 -4.092 -3.616  0.52
H: -3.244 -5.297 -2.448  0.57
H: -0.879 -3.758 -5.813  0.30
H: -0.002 -5.269 -5.979  0.42
H: 0.218 -4.313 -4.517  0.22
H: -1.526 -7.194 -2.549  0.30
H: 0.005 -6.485 -3.103  0.26
H: -0.748 -7.806 -4.002  0.42
O: 4.182 -4.780 -0.360  -0.46
C: 3.458 -3.865 -0.122  0.01
C: 3.355 -2.539 -0.918  -0.14
O: 4.229 -1.961 -1.519  -0.60
C: 2.007 -2.061 -0.610  1.09
C: 1.501 -2.684 0.493  0.16
O: 0.375 -2.222 1.009  -0.72
C: 2.329 -3.809 0.941  -0.11
O: 2.219 -4.470 1.939  -0.58
O: 1.308 -1.076 -1.143  -0.18
C: -0.802 2.314 5.456  -0.93
Si: 0.392 3.213 4.318  0.27
C: 1.547 4.305 5.301  -1.21
C: -0.509 4.225 3.006  -0.35
C: 1.499 1.969 3.398  -0.89
Te: 0.738 0.031 2.954  -0.28
C: 2.578 -1.008 3.243  -0.33
Si: 2.529 -2.076 4.818  0.21
C: 4.133 -3.031 4.871  -1.10
C: 2.360 -0.881 6.254  -0.99
C: 1.050 -3.216 4.708  -0.76
H: -1.743 2.852 5.528  0.37
H: -0.390 2.250 6.460  0.45
H: -1.026 1.296 5.138  0.15
H: 1.002 5.102 5.796  0.35
H: 2.305 4.768 4.676  0.36
H: 2.054 3.730 6.072  0.33
H: -1.488 4.557 3.338  0.36
H: -0.638 3.655 2.087  -0.41
H: 0.065 5.109 2.750  0.47
H: 2.366 1.739 4.014  0.68
H: 1.852 2.404 2.464  0.39
H: 3.336 -0.226 3.319  0.82
H: 2.793 -1.604 2.357  -0.19
H: 5.002 -2.380 4.841  0.36
H: 4.201 -3.728 4.038  0.32
H: 4.196 -3.612 5.786  0.38
H: 3.230 -0.238 6.347  0.33
H: 2.255 -1.418 7.192  0.42
H: 1.477 -0.246 6.155  0.14
H: 1.080 -3.809 3.796  0.15
H: 0.104 -2.672 4.746  0.21
H: 1.059 -3.903 5.549  0.51

Run Q
C38H60As3HfN5O5Si2Te | ωB97M-V with the def2-TZVPD basis set

Computed properties:
* HOMO level: -0.459 Ha
* LUMO: -6.50 eV
* HOMO-LUMO gap: 0.2199 Ha
* net charge: +2
* multiplicity: 1

Each line ends with the Mulliken charge.
CARTESIAN COORDINATES (ANGSTROEM)
Hf: 0.093 0.078 0.098  1.37
N: -1.215 -3.903 2.062  0.21
C: -0.776 -3.019 1.187  -1.23
N: -0.891 -1.724 1.345  0.04
C: -1.668 -1.240 2.407  -0.05
N: -2.110 -0.031 2.380  -1.05
N: -1.808 0.542 1.120  0.80
C: -2.813 1.016 0.508  -0.59
C: -2.658 1.425 -0.895  0.53
C: -3.709 1.981 -1.582  -0.93
C: -3.538 2.282 -2.934  -0.66
C: -2.324 1.996 -3.511  -1.20
C: -1.310 1.430 -2.738  -0.33
N: -1.456 1.156 -1.447  0.24
C: -2.022 -2.155 3.487  1.01
C: -2.636 -1.736 4.670  -0.51
C: -2.972 -2.661 5.633  -1.03
C: -2.712 -4.020 5.421  -0.52
C: -2.127 -4.454 4.250  -0.91
C: -1.789 -3.509 3.287  0.18
H: -1.133 -4.887 1.847  0.34
H: -0.302 -3.388 0.285  0.91
H: -3.783 1.045 1.000  0.47
H: -4.646 2.164 -1.072  0.59
H: -4.341 2.721 -3.511  0.48
H: -2.137 2.190 -4.559  0.55
H: -0.353 1.204 -3.183  0.67
H: -2.845 -0.683 4.811  0.50
H: -3.448 -2.341 6.550  0.45
H: -2.977 -4.743 6.181  0.45
H: -1.936 -5.506 4.081  0.46
C: 2.320 -3.157 1.870  -1.66
As: 2.459 -1.677 0.621  1.70
C: 3.147 -2.681 -0.893  -1.51
C: 4.163 -0.897 1.172  -1.84
C: 4.161 0.345 2.067  3.69
C: 3.959 1.607 1.224  -2.42
C: 3.064 0.230 3.132  -2.65
As: 1.239 0.796 2.711  1.63
C: 1.301 2.625 3.325  -1.32
C: 0.480 0.020 4.316  -1.55
C: 5.545 0.490 2.741  -2.30
As: 6.402 -0.776 4.014  0.27
C: 7.191 -2.042 2.736  -1.04
C: 4.975 -1.965 4.649  -0.74
H: 3.326 -3.508 2.093  0.55
H: 1.772 -3.976 1.408  0.55
H: 1.823 -2.870 2.797  0.25
H: 3.947 -3.318 -0.519  0.57
H: 3.552 -2.002 -1.640  0.34
H: 2.371 -3.297 -1.346  0.43
H: 4.711 -0.694 0.249  0.64
H: 4.671 -1.720 1.674  0.03
H: 3.055 1.563 0.610  0.18
H: 4.796 1.750 0.538  0.73
H: 3.904 2.494 1.859  0.34
H: 3.308 0.829 4.013  1.08
H: 2.958 -0.798 3.476  0.21
H: 1.757 2.597 4.314  0.76
H: 0.292 3.027 3.398  0.22
H: 1.890 3.243 2.658  0.17
H: 1.133 0.323 5.132  0.66
H: 0.457 -1.067 4.258  0.26
H: -0.525 0.400 4.480  0.43
H: 5.563 1.450 3.262  0.59
H: 6.300 0.575 1.953  0.61
H: 7.694 -1.490 1.942  0.31
H: 6.462 -2.724 2.297  0.22
H: 7.940 -2.632 3.262  0.41
H: 4.305 -1.443 5.331  0.25
H: 5.480 -2.750 5.213  0.46
H: 4.407 -2.435 3.847  -0.03
O: 2.562 -1.415 -5.287  -0.46
C: 2.003 -1.069 -4.298  0.12
C: 0.844 -1.805 -3.571  0.16
O: 0.203 -2.736 -3.963  -0.55
C: 0.707 -1.085 -2.284  0.22
C: 1.567 -0.038 -2.185  0.86
O: 1.618 0.714 -1.074  0.25
C: 2.340 0.171 -3.425  -0.06
O: 3.033 1.108 -3.712  -0.56
O: -0.136 -1.384 -1.282  -0.90
C: -0.170 6.087 2.513  -0.89
Si: -1.639 5.256 1.744  0.27
C: -3.007 6.453 1.436  -1.14
C: -2.259 3.838 2.789  -0.41
C: -1.144 4.552 0.063  -0.54
Te: 0.524 3.237 -0.003  -0.49
C: 0.968 3.607 -2.036  0.46
Si: 2.341 4.889 -2.266  0.07
C: 2.566 5.043 -4.089  -1.09
C: 1.815 6.477 -1.469  -0.95
C: 3.846 4.196 -1.444  -0.77
H: -0.215 6.058 3.605  0.38
H: -0.132 7.138 2.216  0.38
H: 0.771 5.625 2.203  0.15
H: -3.380 6.872 2.375  0.34
H: -3.848 5.976 0.928  0.32
H: -2.663 7.286 0.818  0.33
H: -2.248 4.088 3.853  0.50
H: -1.661 2.934 2.658  -0.36
H: -3.295 3.597 2.526  0.36
H: -0.836 5.362 -0.603  0.55
H: -1.990 4.041 -0.408  0.28
H: 0.027 3.897 -2.508  0.76
H: 1.327 2.676 -2.482  -1.10
H: 1.649 5.378 -4.580  0.35
H: 2.854 4.077 -4.512  0.31
H: 3.353 5.762 -4.331  0.37
H: 0.945 6.918 -1.964  0.31
H: 2.623 7.213 -1.516  0.43
H: 1.579 6.327 -0.410  0.15
H: 4.004 3.159 -1.758  0.17
H: 3.749 4.224 -0.355  0.15
H: 4.738 4.768 -1.713  0.55

Here are the energies relative to the best structure, in eV: run P 0.559; run Q 0.000.

Run P
CH3FO2S | ωB97M-V with the def2-TZVPD basis set

Computed properties:
* HOMO level: -0.414 Ha
* LUMO: 0.35 eV
* HOMO-LUMO gap: 0.4271 Ha
* net charge: 0
* multiplicity: 1

Each line ends with the natural charge from an NBO analysis.
CARTESIAN COORDINATES (ANGSTROEM)
O: -1.518 -0.384 1.288  -0.89
S: -0.186 -0.054 0.911  1.99
O: 0.487 1.065 1.491  -0.92
C: 0.156 0.031 -0.923  -0.20
F: -0.888 0.866 -1.415  -0.35
H: 0.674 -1.151 0.956  -0.05
H: 1.195 0.563 -0.846  0.22
H: 0.080 -0.935 -1.462  0.21

Run Q
CH3FO2S | ωB97M-V with the def2-TZVPD basis set

Computed properties:
* HOMO level (spin up / spin down): -0.406 / -0.368 Ha
* LUMO (spin up / spin down): -1.17 / -3.27 eV
* HOMO-LUMO gap (spin up / spin down): 0.3630 / 0.2478 Ha
* net charge: 0
* multiplicity: 1

Each line ends with the natural charge from an NBO analysis.
CARTESIAN COORDINATES (ANGSTROEM)
C: -1.687 0.025 0.092  -0.43
O: 2.017 -0.001 -1.362  -0.84
O: 1.799 -1.228 0.720  -0.83
F: 1.351 1.381 0.512  -0.51
S: 1.319 -0.195 -0.159  2.05
H: -1.487 -0.774 -0.594  0.17
H: -1.265 -0.108 1.153  0.21
H: -2.046 0.901 -0.363  0.18

Here are the energies relative to the best structure, in eV: run P 0.000; run Q 1.838.

Run P
C2H4Br2 | ωB97M-V with the def2-TZVPD basis set

Computed properties:
* HOMO level: -0.375 Ha
* LUMO: 0.80 eV
* HOMO-LUMO gap: 0.4040 Ha
* net charge: 0
* multiplicity: 1

Each line ends with the natural charge from an NBO analysis.
CARTESIAN COORDINATES (ANGSTROEM)
Br: 0.017 -0.892 -2.113  0.00
C: -0.577 -0.008 -0.476  -0.46
C: 0.419 -0.118 0.659  -0.44
Br: 1.527 1.499 0.540  -0.03
H: -1.539 -0.434 -0.191  0.23
H: -0.857 1.020 -0.706  0.24
H: 1.041 -1.013 0.638  0.24
H: -0.031 -0.054 1.649  0.23

Run Q
C2H4Br2 | ωB97M-V with the def2-TZVPD basis set

Computed properties:
* HOMO level: -0.361 Ha
* LUMO: 0.52 eV
* HOMO-LUMO gap: 0.3805 Ha
* net charge: 0
* multiplicity: 1

Each line ends with the natural charge from an NBO analysis.
CARTESIAN COORDINATES (ANGSTROEM)
Br: -17.996 9.021 -7.849  -0.02
C: -16.162 9.673 -7.383  -0.43
C: -15.380 8.875 -6.368  -0.47
Br: -16.508 7.843 -5.195  0.02
H: -16.334 10.592 -6.822  0.22
H: -15.651 9.784 -8.339  0.23
H: -14.783 9.588 -5.799  0.23
H: -14.835 8.149 -6.971  0.22

Here are the energies relative to the best structure, in eV: run P 0.000; run Q 0.313.